2 unconnected molecules or ions with the total composition C2H2O at a distorted geometry. Source: the Open Molecules 2025 dataset; level of theory: ωB97M-V with the def2-TZVPD basis set.

- LUMO energy (spin up / spin down): -3.3 / -3.9 eV
- Total charge: 0
- HOMO level (spin up / spin down): -0.428 / -0.429 Ha
- Gap between HOMO and LUMO (spin up / spin down): 0.30544 / 0.28650 Eh
- Molar mass: 42.04 g mol⁻¹

The geometry in XYZ format:
```
5
Properties=species:S:1:pos:R:3:nbo_charge:R:1
C 0.54 -0.66 0.91 -0.17
C 0.22 -1.36 1.81 0.11
O -0.11 0.59 -1.22 -0.83
H -0.85 1.10 -1.24 0.47
H 0.21 0.33 -0.27 0.41
```

=====

A single C2H2O2S molecule at a distorted geometry. Source: the Open Molecules 2025 dataset; level of theory: ωB97M-V with the def2-TZVPD basis set.

- LUMO energy: -0.8 eV
- Total charge: 0
- HOMO level: -0.376 Ha
- Structure (SMILES): O=CC(=O)S
- Gap between HOMO and LUMO: 0.34657 Eh
- Molar mass: 90.10 g mol⁻¹

The geometry in XYZ format:
```
7
Properties=species:S:1:pos:R:3:nbo_charge:R:1
O 0.08 -0.54 -1.58 -0.47
C 0.37 -0.80 -0.45 0.36
C -0.03 0.11 0.75 0.29
O 0.45 -0.12 1.83 -0.50
S -0.98 1.56 0.40 0.00
H 0.87 -1.77 0.02 0.15
H -0.76 1.56 -0.97 0.17
```

=====

A molecular structure, C2H2O2Yb at a distorted geometry. Source: the Open Molecules 2025 dataset; level of theory: ωB97M-V with the def2-TZVPD basis set.

- LUMO energy (spin up / spin down): -11.1 / -13.9 eV
- Total charge: +2
- HOMO level (spin up / spin down): -0.665 / -0.665 Ha
- Multiplicity: 3
- Gap between HOMO and LUMO (spin up / spin down): 0.25836 / 0.15290 Eh
- Molar mass: 231.08 g mol⁻¹

The geometry in XYZ format:
```
7
Properties=species:S:1:pos:R:3:lowdin_spin:R:1
C 0.23 -0.43 0.88 0.01
C -0.72 -0.25 1.61 0.01
O -1.55 1.06 -2.35 1.61
Yb 0.48 0.44 -2.44 0.37
H -1.42 -0.28 2.43 0.00
O 1.01 -0.28 -0.18 0.00
H 1.96 -0.26 0.06 0.00
```

=====

A single C2H2O3 molecule at a distorted geometry. Source: the Open Molecules 2025 dataset; level of theory: ωB97M-V with the def2-TZVPD basis set.

- LUMO energy: -0.1 eV
- Total charge: 0
- HOMO level: -0.381 Ha
- Gap between HOMO and LUMO: 0.37559 Eh
- Molar mass: 74.03 g mol⁻¹

The geometry in XYZ format:
```
7
Properties=species:S:1:pos:R:3:nbo_charge:R:1
C -1.05 -0.04 -0.05 0.72
C 0.46 -0.09 -0.42 0.30
O -1.88 -0.87 0.06 -0.57
O -0.89 1.21 0.07 -0.56
O 1.43 -0.06 0.44 -0.59
H 0.73 0.32 -1.39 0.20
H 1.20 -0.47 1.29 0.51
```

=====

Record order is preserved below.
ΔE to the lowest compared entry with this formula, charge and spin: 763.0; 41.5; 303.4; 165.3 kJ/mol